2 unconnected molecules or ions with the total composition C36H48ClFIN2O6S2 in a non-equilibrium geometry. Source: the Open Molecules 2025 dataset; level of theory: the ωB97M-V functional and the def2-TZVPD basis.

The net charge is +1. Its lowest unoccupied orbital energy is -2.5885 eV.

Positions of all 97 atoms, in Å:
H -0.716 -3.015 -1.494
H 3.116 0.146 4.379
C -0.779 -4.343 0.179
H 1.341 -1.794 -0.657
H -0.741 0.058 0.835
H -0.678 -1.147 -3.953
C 2.240 2.404 -0.479
H -1.934 1.079 -8.471
H 4.294 -3.683 -3.090
C 1.546 -3.895 -0.358
C -2.192 -0.235 5.172
O -1.703 3.029 -9.078
C -1.520 -5.290 0.873
H 3.072 -1.661 -2.402
N -0.659 2.510 4.092
H -3.368 -6.388 0.991
H 0.256 0.497 2.895
H 0.883 0.604 -2.384
H -1.893 3.404 -6.498
O 1.542 4.582 5.466
H 1.972 -5.984 -0.269
C 0.581 -2.999 1.639
H -0.228 -0.678 -1.955
N 0.543 -4.000 0.689
H -3.230 2.322 -6.849
C 0.909 1.328 2.624
C 1.626 2.296 4.908
H -0.660 2.233 -1.144
H -1.821 1.712 -5.980
C -1.638 2.411 2.960
C 1.460 3.468 5.839
C -1.503 2.007 -8.085
Cl 1.118 3.057 7.507
H 2.013 3.297 1.418
H 2.453 1.338 -0.468
H -1.765 2.572 0.877
C -1.298 -3.756 -0.970
H 3.057 1.599 2.317
C -2.426 1.110 2.985
H -2.842 -0.720 5.895
C -2.791 -5.659 0.448
C 1.352 2.889 0.660
H 1.417 1.341 5.386
H 1.001 3.438 3.234
H -1.410 0.272 5.740
H 2.403 -2.059 4.418
H 2.321 0.290 1.448
O -0.546 3.655 -10.911
C -0.165 0.390 -2.174
C -3.312 -5.078 -0.704
H 0.811 0.124 0.101
H -1.123 -5.730 1.776
C 0.314 1.893 1.270
C 2.014 -1.505 3.566
H 0.449 2.652 -7.359
C -2.561 -4.137 -1.407
C -0.052 0.741 0.350
H 0.822 3.750 0.256
C 3.524 -3.771 -2.340
I -3.730 2.365 5.534
H 0.965 -1.327 3.776
C 2.221 -5.049 -0.745
H 3.720 -5.873 -2.024
C -0.621 3.048 -9.895
S 2.215 -2.605 2.149
H -1.838 0.257 2.657
H 3.824 -0.579 2.985
C 0.792 2.455 3.646
C -3.061 0.713 4.341
C 3.198 -4.974 -1.730
F 1.712 2.756 -1.707
H -1.790 -1.029 4.548
O 0.372 2.273 -9.384
H -0.796 3.403 4.568
C -0.957 0.657 -3.431
C 2.839 -2.617 -1.956
H -3.954 0.149 4.100
C 2.870 -0.251 3.398
O -1.283 -0.428 -4.169
H -2.960 -3.695 -2.307
C 1.860 -2.689 -0.974
H -1.773 0.925 -0.924
C -2.143 2.378 -6.771
H -2.361 3.207 3.100
C 0.006 1.925 -8.045
H 2.676 2.256 4.625
C 2.330 0.794 2.412
H -3.230 1.239 2.265
O -1.282 1.736 -3.787
C -0.710 1.159 -0.989
H -0.792 1.782 4.797
S -0.778 -2.325 2.291
H 0.372 0.930 -7.801
H -0.745 3.772 1.614
H 3.200 2.917 -0.409
H -4.292 -5.332 -1.078
C -0.971 2.707 1.607


A molecular structure, C36H48FeO3SSe. Source: the Open Molecules 2025 dataset; level of theory: the ωB97M-V functional and the def2-TZVPD basis.

As for the multiplicity: 5. Its expectation value of S² is 6.02. The net charge is -2. Its lowest unoccupied orbital energy (spin up / spin down) is 4.1207 / 4.1202 eV. The energy relative to the best compared isomer or geometry (same formula, charge and spin) is 8.0 kcal per mole.

Positions of all 90 atoms, in Å:
C -4.489 -1.631 -2.470
H 5.843 2.528 -2.349
H 3.828 -3.803 -1.216
C 4.136 3.138 -1.131
C 3.295 4.406 -0.977
C -2.901 -1.712 3.484
H -4.409 0.393 -1.782
S -3.045 -1.524 -3.464
H -3.128 4.291 4.101
H 0.455 3.395 3.438
C -5.232 -2.821 -2.365
H -3.117 2.516 4.179
C 1.721 -0.406 -2.126
H -6.939 -3.837 -1.555
H -1.436 -3.808 2.750
H 1.354 2.917 -1.421
O -0.105 -4.196 -1.489
H -2.689 -5.546 -2.733
H -2.997 -2.626 4.084
H 2.576 4.309 -0.157
H -0.409 -3.053 1.505
H -0.605 2.566 4.583
H 2.736 4.628 -1.892
C -4.978 -0.529 -1.742
H -2.838 -4.895 -1.101
H -2.139 -3.115 1.268
H -6.477 0.268 -0.435
H 4.152 2.716 0.999
H 5.523 2.016 0.129
C 3.857 0.671 -1.689
H 4.677 3.551 -3.194
O 1.041 -1.452 -2.461
C -1.110 0.887 -0.095
H 3.447 -2.464 -0.109
C -1.415 -0.389 1.938
H -3.798 3.324 2.763
Se -0.772 0.953 -1.976
H 4.068 -3.376 -3.678
H 5.788 4.268 -2.002
H 2.231 -3.023 -1.272
H -1.646 5.501 2.585
C 5.357 -1.742 -1.942
H -1.167 3.004 0.054
H -0.626 4.339 4.493
Fe -0.852 -2.082 -2.065
H 0.564 -1.643 3.405
C 3.605 -2.387 -3.571
H -1.703 0.800 3.674
H 5.794 -2.741 -2.042
H 3.948 5.259 -0.759
C -6.397 -2.898 -1.607
C 3.845 -1.842 -2.154
H 5.603 -1.365 -0.943
C 1.134 0.859 -1.887
C -1.365 -2.987 2.024
H 2.536 -2.475 -3.766
C -1.626 3.356 2.821
H -2.280 4.629 1.176
C -0.536 3.418 3.901
H -3.696 -1.708 2.732
H 5.492 3.761 0.463
C 1.887 1.988 -1.586
H 4.936 0.596 -1.593
C 3.295 -2.846 -1.125
H -7.772 -1.850 -0.318
C 3.270 1.927 -1.483
C -0.425 -1.656 3.875
H -3.057 -0.853 4.144
C 4.873 2.894 0.194
C -1.206 -0.392 0.520
H -1.592 -6.144 -1.425
H 4.048 -1.716 -4.316
C -1.247 2.077 0.611
C -1.467 2.081 1.987
C -6.140 -0.605 -0.983
H 5.834 -1.090 -2.684
C -1.515 4.612 1.958
C -1.174 -4.135 -2.107
C 3.148 -0.483 -1.988
C 5.175 3.386 -2.234
H -0.535 4.677 1.473
C -1.523 -1.671 2.797
H -0.499 -2.556 4.499
C -2.122 -5.275 -1.838
C -2.999 3.374 3.510
H -0.497 -0.781 4.529
C -6.868 -1.790 -0.910
H -4.868 -3.693 -2.898
C -1.538 0.828 2.598
O -1.107 -1.496 -0.135


4 unconnected molecules or ions with the total composition C36H48O8. Source: the Open Molecules 2025 dataset; level of theory: the ωB97M-V functional and the def2-TZVPD basis.

As for the SMILES: C#Cc1cc(CCCCCCCCCCCC)cc2c1C(=O)C=CC2=O.O=C1CCCO1.O=C1CCCO1.O=C1CCCO1. Its lowest unoccupied orbital energy is -0.7845 eV.

Positions of all 92 atoms, in Å:
O -1.204 5.640 -3.838
C -2.417 3.997 8.518
C 0.172 1.960 -1.157
C -1.246 1.713 3.016
C 1.989 4.184 -3.657
H -4.025 2.410 -0.473
H 6.329 -7.715 -1.066
C 5.309 -5.768 0.762
H -3.644 -0.763 -2.623
H -0.746 -0.849 -4.031
H -2.557 -0.391 -5.204
C 1.198 1.266 -0.429
H 1.427 -4.258 -2.826
H -2.153 5.049 8.578
C 3.403 -3.417 -2.451
C -1.152 1.560 -0.941
H -3.879 -1.496 -5.475
H -2.363 -3.128 -4.929
O 3.700 -7.032 -1.991
O -0.537 3.463 7.055
H 4.923 -7.695 1.641
C -0.365 4.800 -3.596
H 0.762 3.334 1.807
C -3.619 1.790 -1.275
C -1.928 3.304 -2.404
H -2.774 -2.673 -3.283
O -1.133 2.037 8.669
H 1.945 -3.076 -3.983
H 3.070 -2.715 -0.398
C -0.856 -1.932 -3.930
O -1.821 0.663 3.045
C -2.188 1.925 9.640
C 5.641 -7.242 0.956
H -0.239 -2.395 -4.704
H 5.074 -8.822 -0.462
C -4.035 -0.451 -3.593
O 4.312 -5.736 -0.272
H -3.266 3.870 7.845
C 1.087 -2.182 -2.264
H 1.199 -2.171 -1.182
C 3.795 -2.616 -1.205
C -0.402 3.858 3.587
H -3.573 0.773 -0.880
H 3.983 -1.565 -1.425
C -4.041 1.081 -3.727
C 0.974 4.820 -4.235
H 0.363 1.974 4.387
C -2.339 -2.304 -4.215
H 4.087 -3.138 -3.255
H 0.448 4.397 3.999
C -4.560 1.810 -2.491
O -1.076 2.406 1.864
H -5.066 -0.788 -3.710
H 6.171 -5.187 0.426
C -2.196 2.231 -1.558
C 0.454 3.007 -2.040
O 2.793 3.291 -1.645
C -3.197 -1.122 -4.706
H 4.897 -5.302 1.654
C -0.617 3.667 -2.652
H -0.964 -1.780 -1.818
H -2.754 3.834 -2.856
C -2.661 3.353 9.882
C -1.254 3.189 7.973
H -1.298 4.452 3.770
C -0.264 3.571 2.096
C 1.834 3.466 -2.360
H 1.388 -1.220 -2.682
C -0.412 -2.389 -2.546
H -3.045 1.412 -4.025
C -0.589 2.456 4.162
H -0.630 4.379 1.466
C 1.926 -3.291 -2.909
H -3.691 3.409 10.226
H -1.338 0.739 -0.263
H 6.639 -7.405 1.358
C 2.017 0.810 0.320
H -0.701 -3.427 -2.364
H 1.072 5.357 -5.170
C 4.378 -6.865 -1.022
C 5.431 -7.796 -0.451
H 2.720 0.401 1.005
H -2.028 3.830 10.632
H 3.583 -4.466 -2.230
H 2.976 4.180 -4.101
H -4.704 1.336 -4.559
H -1.790 1.446 10.531
H -4.780 2.851 -2.744
H 4.729 -3.025 -0.808
H -2.974 1.293 9.220
H -5.510 1.359 -2.193
H -1.218 2.439 5.041


no.,DFT total energy (eV)
1,-98382.2065
2,-154824.8465
3,-54489.3874